# 1
A gas-phase ion, C39H41F6N4O (charge +1) in a non-equilibrium geometry, computed with the ωB97M-V functional and the def2-TZVPD basis.

HOMO level ... -9.9317 eV
E_LUMO ... -3.689 eV
Charge ... +1
Electronic energy ... -65414.4143 eV
Gap between HOMO and LUMO ... 6.2 eV

```
91
Properties=species:S:1:pos:R:3:lowdin_charge:R:1
C -2.1649 0.8353 -4.8613 -0.075
N -2.6219 1.0013 -3.4977 -0.230
C -3.1917 2.3053 -3.2736 -0.174
C -3.4789 2.6413 -1.8089 -0.089
C -3.3170 1.5226 -0.8514 -0.029
N -4.2428 1.3963 0.1136 0.039
C -5.4463 2.2954 0.0445 -0.083
C -6.4104 2.1868 1.2274 -0.164
O -6.5317 0.8552 1.7361 -0.120
C -5.2585 0.3119 2.1007 -0.160
C -4.3322 0.1542 0.9021 -0.080
C -2.2072 0.4719 -1.1143 -0.161
C -1.6230 0.6028 -2.5343 -0.141
H -1.1964 1.3430 -5.0290 0.098
H -2.0129 -0.2259 -5.0981 0.096
H -2.9027 1.2576 -5.5528 0.094
H -2.5368 3.0885 -3.7066 0.134
H -4.1257 2.2999 -3.8579 0.133
H -2.8416 3.4922 -1.5185 0.140
H -4.5000 3.0338 -1.8200 0.102
H -5.1127 3.3424 -0.0054 0.137
H -6.0387 2.0526 -0.8601 0.151
H -6.0918 2.8902 2.0254 0.136
H -7.4283 2.4414 0.8915 0.143
H -4.7674 0.9391 2.8724 0.141
H -5.5078 -0.6733 2.5215 0.145
H -4.7035 -0.6785 0.2771 0.160
H -3.3387 -0.1189 1.2657 0.091
H -2.7629 -0.4846 -1.1263 0.165
H -1.2552 -0.3871 -2.8314 0.138
H -0.7301 1.2527 -2.6131 0.127
F 1.7325 -7.5053 -0.3311 0.133
C 0.9713 -6.6664 0.4239 -0.527
F -0.0099 -6.1410 -0.3780 0.117
F 0.3238 -7.4313 1.3708 0.121
C 1.7463 -5.5749 1.0983 -0.033
N 0.8215 -4.7496 1.8872 -0.021
C 0.6714 -5.1521 3.2333 -0.223
C 1.8244 -5.4808 3.9808 -0.024
C 1.7080 -6.0671 5.2368 -0.070
C 0.4438 -6.3207 5.7800 -0.080
C -0.7055 -6.0116 5.0438 -0.068
C -0.5974 -5.4239 3.7816 -0.034
C 0.2119 -3.6367 1.3187 -0.181
C -0.7159 -2.8624 2.0390 0.003
C -1.2065 -1.6618 1.5186 -0.032
C -0.7565 -1.1512 0.2926 -0.189
C -1.1243 0.3335 -0.0878 -0.183
C 0.1085 1.2148 -0.3548 -0.180
C -0.0416 2.5325 -0.8279 -0.039
C 1.0706 3.3140 -1.1210 -0.001
C 2.3803 2.8259 -0.9049 -0.192
N 3.4760 3.5819 -1.2982 -0.033
C 3.3171 4.5749 -2.3673 -0.038
C 3.4387 3.8822 -3.6922 -0.524
F 3.2681 4.7075 -4.7607 0.131
F 4.6800 3.2935 -3.8042 0.119
F 2.5162 2.8667 -3.7857 0.111
C 4.7178 3.6098 -0.6317 -0.218
C 5.5548 2.4828 -0.5804 -0.023
C 6.8539 2.6027 -0.0784 -0.068
C 7.3184 3.8368 0.3969 -0.081
C 6.5009 4.9692 0.3203 -0.073
C 5.2214 4.8611 -0.2131 -0.027
C 2.5187 1.5729 -0.2793 0.019
C 1.3983 0.7867 -0.0274 -0.009
C 0.0820 -1.9690 -0.4779 -0.038
C 0.5498 -3.1874 0.0222 -0.003
H 2.4483 -6.0691 1.7731 0.129
H 2.2738 -4.9689 0.3601 0.132
H 2.8082 -5.2747 3.5525 0.117
H 2.6151 -6.3282 5.7831 0.110
H 0.3596 -6.7688 6.7681 0.105
H -1.6988 -6.2364 5.4385 0.109
H -1.4836 -5.1961 3.1825 0.118
H -1.0301 -3.1709 3.0278 0.096
H -1.8982 -1.0960 2.1381 0.099
H -1.5202 0.7186 0.8656 0.137
H -1.0337 2.9463 -1.0036 0.094
H 0.9216 4.3298 -1.4845 0.106
H 2.3481 5.0707 -2.3182 0.122
H 4.1392 5.2881 -2.3026 0.136
H 5.1870 1.5379 -0.9846 0.111
H 7.5011 1.7261 -0.0745 0.108
H 8.3230 3.9189 0.8172 0.107
H 6.8591 5.9416 0.6685 0.111
H 4.5858 5.7412 -0.3190 0.117
H 3.4991 1.1954 -0.0090 0.096
H 1.5629 -0.1935 0.4183 0.116
H 0.4324 -1.6415 -1.4581 0.123
H 1.2108 -3.7719 -0.6000 0.098
```


# 2
2 unconnected molecules or ions with the total composition C4H7NO2 in a non-equilibrium geometry, computed with the ωB97M-V functional and the def2-TZVPD basis.

HOMO level ... -8.7996 eV
E_LUMO ... 0.609 eV
SMILES string ... C1=CN=COC1.O
Electronic energy ... -9844.6538 eV
ΔE to the lowest compared entry with this formula, charge and spin ... 253.4 kJ/mol
Gap between HOMO and LUMO ... 9.4 eV

```
14
Properties=species:S:1:pos:R:3:lowdin_charge:R:1
O -1.3551 1.7748 -0.0464 -0.098
C 0.6404 0.4520 -0.7350 -0.087
C 0.9922 0.3837 0.6928 -0.179
O 0.0416 -0.4102 1.4204 -0.059
C -0.3767 -1.5428 0.7637 -0.205
N -0.4017 -1.7278 -0.4849 0.072
C -0.0181 -0.6373 -1.2850 -0.153
H -1.4906 1.2933 0.7611 0.014
H 1.1081 1.1989 -1.3699 0.121
H 1.9737 -0.0514 0.7939 0.126
H 1.0049 1.3548 1.1528 0.123
H -0.7439 -2.2867 1.4584 0.129
H -0.0281 -0.8035 -2.3540 0.102
H -1.3467 1.0021 -0.7678 0.092
```


# 3
C20H22N2O3S in the gas phase, computed with the ωB97M-V functional and the def2-TZVPD basis.

HOMO level ... -8.0464 eV
E_LUMO ... 0.554 eV
SMILES string ... CCc1ccc(OCCSc2nc3ccccc3n2CCC(=O)O)cc1
Electronic energy ... -41055.9866 eV
ΔE to the lowest compared entry with this formula, charge and spin ... 34.6 kJ/mol
Gap between HOMO and LUMO ... 8.6 eV

```
48
Properties=species:S:1:pos:R:3:lowdin_charge:R:1
C -5.0176 -0.8520 2.1689 -0.095
H -5.6174 0.0542 2.1227 0.073
H -4.3046 -0.7481 2.9836 0.074
H -5.6734 -1.6925 2.3855 0.067
C -4.2824 -1.0702 0.8451 -0.221
C -3.3850 0.0948 0.5378 -0.267
C -3.8552 1.1915 -0.1746 -0.035
C -3.0354 2.2674 -0.4433 0.002
C -1.7140 2.2764 -0.0024 -0.264
C -1.2417 1.1938 0.7275 -0.020
C -2.0759 0.1223 0.9915 -0.041
H -1.6878 -0.7160 1.5528 0.123
H -0.2290 1.1559 1.0962 0.088
O -0.9952 3.4092 -0.3067 -0.055
C 0.4076 3.3485 -0.3256 -0.243
C 0.9237 2.6081 -1.5685 -0.392
H 0.1345 1.9776 -1.9812 0.071
H 1.2916 3.2970 -2.3258 0.076
S 2.2901 1.4667 -1.1893 1.008
C 1.3727 -0.0121 -1.1006 -0.600
N 0.1322 -0.1251 -1.4773 0.123
C -0.2102 -1.4262 -1.2127 -0.225
C -1.4175 -2.0872 -1.3935 -0.018
C -1.4780 -3.4129 -1.0155 -0.097
C -0.3736 -4.0743 -0.4777 -0.097
C 0.8370 -3.4333 -0.2928 -0.023
C 0.9034 -2.1014 -0.6629 -0.159
N 1.9181 -1.1676 -0.6141 -0.025
C 3.2489 -1.3802 -0.1264 -0.128
H 3.5854 -2.3633 -0.4692 0.133
H 3.9061 -0.6141 -0.5477 0.115
C 3.3166 -1.3354 1.4124 -0.058
C 3.2448 0.0912 1.9027 -0.561
O 4.1868 0.8205 2.0401 0.112
O 1.9896 0.4726 2.1656 0.093
H 1.9778 1.3912 2.4803 0.133
H 4.2684 -1.7563 1.7351 0.130
H 2.4882 -1.9074 1.8307 0.123
H 1.6872 -3.9527 0.1238 0.106
H -0.4677 -5.1129 -0.1970 0.099
H -2.4025 -3.9577 -1.1380 0.100
H -2.2670 -1.5687 -1.8062 0.116
H 0.7350 4.3916 -0.3367 0.128
H 0.8010 2.8813 0.5851 0.091
H -3.3960 3.1176 -1.0011 0.117
H -4.8743 1.1977 -0.5347 0.114
H -5.0150 -1.1931 0.0445 0.109
H -3.6877 -1.9839 0.9076 0.101
```


# 4
A molecular structure, C32H57AlBrClF6I2KN4O8P3 in a non-equilibrium geometry, computed with the ωB97M-V functional and the def2-TZVPD basis.

HOMO level ... -7.6394 eV
E_LUMO ... -3.093 eV
Electronic energy ... -222311.5736 eV
Gap between HOMO and LUMO ... 4.5 eV

```
116
Properties=species:S:1:pos:R:3:lowdin_charge:R:1
C -0.8013 0.0324 3.8623 -0.158
C -0.2240 0.8569 2.7167 -0.377
P -0.4630 0.1525 1.0645 1.066
C -2.2190 0.1663 0.4941 -0.400
C -3.1749 0.8724 1.4786 -0.111
C 0.3137 -1.5773 1.0294 -0.441
N -0.4405 -2.5042 1.8911 -0.095
C -1.8007 -2.2338 2.3244 -0.224
P -2.4637 -2.7166 3.9499 0.418
O -3.5088 -1.7586 4.3309 -0.245
O -3.0632 -4.1796 3.7327 -0.127
O -1.3198 -2.8042 5.0356 -0.132
C 0.0182 -3.7923 2.1728 -0.299
C -0.7408 -4.8906 1.7753 0.001
C -0.2928 -6.1512 2.0553 -0.029
C 0.9206 -6.2513 2.7023 -0.257
C 1.6117 -5.1402 3.0999 -0.263
N 1.1558 -3.9238 2.8499 0.150
P 2.0822 -1.3304 1.8226 0.906
O 2.5778 0.1418 1.2702 -0.299
O 1.6997 -1.1121 3.3758 -0.261
C 0.5468 -2.0810 -0.4686 -0.343
C 0.9605 -0.9512 -1.3967 -0.195
N -0.1139 -0.1162 -1.9159 -0.149
C 0.2742 0.5275 -3.1812 -0.132
C 1.6482 -3.1914 -0.5312 -0.084
C 3.0229 -3.0221 -1.1839 -0.357
C 4.0002 -1.9384 -0.7972 -0.053
F 2.9319 -3.0282 -2.5782 -0.043
O -0.7356 -2.7125 -0.7456 -0.108
C -1.2783 -3.1463 -1.9315 -0.668
Br -1.3449 -5.2065 -1.7974 0.844
C -0.6189 -2.8628 -3.2677 -0.248
C 0.6026 -3.6019 -3.7406 -0.796
O 1.1463 -4.5669 -3.3375 0.004
Cl 1.2058 -2.8101 -5.2337 0.683
C -2.7879 -2.7007 -1.9134 -0.705
I -3.1603 -0.8774 -3.0095 0.995
C -3.8520 -3.7413 -2.3014 -0.842
C -3.9004 -4.1938 -3.7437 -0.229
I -5.7987 -2.7827 -1.9261 0.788
H -1.8822 0.0995 3.9311 0.071
H -0.4799 -0.9881 3.7513 0.020
H -0.4345 0.3712 4.8280 0.088
H 0.8152 1.0365 2.9361 0.048
H -0.6635 1.8523 2.7042 0.079
H -2.3100 0.6505 -0.4689 0.017
H -2.5843 -0.8505 0.4074 0.038
H -2.7369 1.7585 1.9230 0.067
H -3.5369 0.1920 2.2431 0.067
H -4.0443 1.2118 0.9224 0.076
H -2.5097 -2.7166 1.6364 0.103
H -2.0866 -1.1963 2.3410 0.026
H -3.8688 -4.2025 4.2702 0.092
H -1.4166 -2.0095 5.6204 -0.152
H -1.6721 -4.7324 1.2685 0.103
H -0.8540 -7.0195 1.7547 0.127
H 1.2952 -7.2337 2.9401 0.073
H 2.5369 -5.2412 3.6501 0.100
H 2.9740 0.6392 1.9946 0.064
H 2.4317 -1.4054 3.9257 0.073
H 1.7262 -0.3469 -0.9136 0.102
H 1.4222 -1.3891 -2.2788 0.106
H -0.2235 0.6648 -1.2800 0.025
H 1.3502 0.6972 -3.2524 0.078
H -0.0870 -0.0216 -4.0491 0.048
H -0.1919 1.5080 -3.2268 0.078
H 1.8583 -3.5964 0.4528 0.070
H 1.1874 -4.0258 -1.0577 0.089
H 3.5454 -3.9572 -0.9522 0.131
H 3.7038 -0.9404 -1.0881 0.070
H 4.9171 -2.1569 -1.3421 0.086
H 4.2564 -1.9952 0.2522 0.047
H -0.4248 -1.8058 -3.3984 0.029
H -1.3611 -3.0770 -4.0361 0.105
H -2.9779 -2.4300 -0.8846 0.040
H -3.9477 -4.5379 -1.5835 0.025
H -3.6854 -3.3849 -4.4341 0.039
H -3.1766 -4.9881 -3.9166 0.046
H -4.8674 -4.6118 -3.9898 0.051
C 3.7092 6.2756 -2.2905 -0.010
C 2.6406 5.1977 -2.5253 -0.444
C 1.8116 5.4997 -3.7824 -0.118
C 0.8386 6.6607 -3.6197 -0.157
C -0.0916 6.4358 -2.4359 -0.101
C 0.6283 6.2064 -1.1026 -0.437
N 1.6709 5.0946 -1.3537 0.059
O 1.2472 3.9944 -1.2263 0.192
C 1.2411 7.5294 -0.6196 -0.041
C -0.3472 5.7845 -0.0301 -0.044
C 3.3977 3.8896 -2.7013 -0.029
H 4.2194 6.4779 -3.2302 0.099
H 3.3119 7.2166 -1.9258 0.061
H 4.4502 5.9311 -1.5694 0.096
H 1.2529 4.5977 -4.0551 0.129
H 2.5158 5.6929 -4.5909 0.132
H 1.3861 7.5981 -3.5058 0.115
H 0.2451 6.7580 -4.5301 0.124
H -0.7417 7.2957 -2.2722 0.147
H -0.7362 5.5745 -2.6468 0.133
H 1.9627 7.3831 0.1852 0.097
H 0.3497 8.0967 -0.2558 0.051
H 1.7086 8.1273 -1.4037 0.066
H -0.9485 4.9181 -0.3220 0.082
H -1.0069 6.6681 0.1551 0.066
H 0.1728 5.5526 0.9014 0.100
H 3.9074 3.5996 -1.7823 0.098
H 4.1467 4.0380 -3.4758 0.102
H 2.7527 3.0676 -3.0087 0.075
F -1.5969 -1.5169 6.6031 -0.006
Al -2.4441 -0.3304 7.5128 -0.115
F -2.1507 -0.5612 9.1456 -0.169
F -4.0797 -0.4368 7.1781 -0.161
F -1.8520 1.1674 7.0181 -0.170
K 3.0414 -6.5641 1.5803 1.004
F -1.2253 8.4065 0.3489 -0.653
```